No. 1
Density functional theory data (wB97M-V/def2-TZVPD) for a 2-piece molecular cluster, C35H25F3NO2 overall.

Each line ends with the natural charge from an NBO analysis.
Cartesian coordinates (Å):
F1 6.9787 3.5512 -3.6380  -0.34
C1 6.7992 2.3516 -3.0133  0.98
F2 7.5537 1.4346 -3.6896  -0.34
F3 7.3554 2.4693 -1.7648  -0.34
C2 5.3552 1.9564 -2.8977  -0.24
C3 5.0403 0.6014 -2.8785  -0.17
C4 3.7192 0.2211 -2.7326  -0.28
C5 2.7021 1.1846 -2.4844  0.11
C6 1.3340 0.7592 -2.2532  -0.63
C7 0.3481 1.7411 -2.0963  0.29
N1 -0.5400 2.4956 -1.9478  -0.44
C8 3.0568 2.5557 -2.5445  -0.27
C9 4.3837 2.9345 -2.7082  -0.17
H1 5.8262 -0.1374 -3.0125  0.22
H2 3.4573 -0.8385 -2.8105  0.20
H3 1.0438 -0.0561 -2.9208  0.21
H4 2.2773 3.3218 -2.4846  0.23
H5 4.6580 3.9884 -2.7214  0.22
C10 3.7225 -2.2826 5.0504  -0.26
O1 4.1572 -1.5085 3.9048  -0.51
C11 3.3168 -1.4675 2.8394  0.39
C12 3.6849 -0.6284 1.7521  -0.29
C13 2.7792 -0.3920 0.7551  -0.15
C14 1.4921 -1.0039 0.7559  -0.14
C15 0.6006 -0.7034 -0.3247  -0.03
C16 -0.7875 -0.4977 -0.1395  -0.10
C17 -1.6852 -0.4512 -1.2516  -0.12
C18 -3.0110 -0.1131 -1.1307  -0.19
C19 -3.9160 -0.1392 -2.2876  0.05
C20 -3.6388 -1.0282 -3.3499  -0.23
C21 -4.4798 -1.0978 -4.4580  -0.23
C22 -5.5796 -0.2329 -4.5608  -0.24
C23 -5.8523 0.6750 -3.5234  -0.21
C24 -5.0516 0.6873 -2.3860  -0.22
C25 -3.5586 0.2277 0.2048  0.57
O2 -4.6823 0.7524 0.3386  -0.66
C26 -2.6890 -0.0648 1.3702  -0.20
C27 -3.2622 -0.0907 2.7222  0.05
C28 -2.7027 -0.9343 3.7117  -0.23
C29 -3.2277 -0.9668 5.0026  -0.23
C30 -4.2753 -0.1023 5.3612  -0.23
C31 -4.8408 0.7415 4.3934  -0.22
C32 -4.3711 0.7053 3.0805  -0.22
C33 -1.3533 -0.3073 1.1610  -0.15
C34 1.1986 -1.9421 1.7904  -0.18
C35 2.0868 -2.1707 2.8143  -0.34
H6 4.5097 -2.1637 5.7928  0.20
H7 2.7738 -1.9023 5.4473  0.18
H8 3.6093 -3.3399 4.7832  0.18
H9 4.6683 -0.1613 1.7516  0.23
H10 2.9983 0.3187 -0.0448  0.24
H11 1.0020 -0.9658 -1.3177  0.25
H12 -1.2900 -0.6567 -2.2496  0.21
H13 -2.7667 -1.6774 -3.2884  0.21
H14 -4.2695 -1.8247 -5.2434  0.20
H15 -6.2254 -0.2624 -5.4419  0.20
H16 -6.6888 1.3744 -3.5923  0.20
H17 -5.3050 1.3415 -1.5542  0.26
H18 -1.8606 -1.5796 3.4383  0.21
H19 -2.8109 -1.6609 5.7359  0.20
H20 -4.6488 -0.0838 6.3860  0.20
H21 -5.6510 1.4288 4.6474  0.21
H22 -4.8650 1.2966 2.3170  0.26
H23 -0.6901 -0.3223 2.0320  0.22
H24 0.2509 -2.4951 1.7752  0.22
H25 1.8365 -2.8624 3.6276  0.21

Calculated values
Spin multiplicity   1
Total charge   -1
Frontier orbital gap   5.56 eV
E_LUMO   0.0648 Ha

No. 2
Density functional theory data (wB97M-V/def2-TZVPD) for S2 in the gas phase.

Each line ends with the natural charge from an NBO analysis.
Cartesian coordinates (Å):
S1 0.0000 0.0000 0.9811  0.00
S2 0.0000 0.0000 -0.9811  0.00

Calculated values
Spin multiplicity   1
Total charge   0
Frontier orbital gap   5.74 eV
E_LUMO   -0.1013 Ha

No. 3
Density functional theory data (wB97M-V/def2-TZVPD) for C36H41CrN4OP2S as an isolated structure.

Each line ends with the Mulliken spin population.
Cartesian coordinates (Å):
Cr1 -0.2110 0.2291 -0.1719  1.12
C1 -2.6491 -1.9572 2.5742  0.00
N1 -1.4773 -1.7879 1.7066  0.02
P1 -0.1137 -0.7870 1.9905  -0.08
C2 -0.3638 0.0120 3.5770  0.01
C3 -0.2275 1.3962 3.6749  -0.01
C4 -0.3438 2.0286 4.9057  0.00
C5 -0.5967 1.2746 6.0406  0.00
C6 -0.7128 -0.1064 5.9548  0.00
C7 -0.5840 -0.7408 4.7341  0.00
C8 1.3139 -1.8491 2.2472  -0.02
C9 2.4827 -1.2339 2.7028  -0.01
C10 3.6173 -1.9919 2.9271  0.00
C11 3.5909 -3.3641 2.7058  0.00
C12 2.4309 -3.9763 2.2635  0.00
C13 1.2911 -3.2181 2.0347  0.00
P2 -1.4466 -2.1360 0.0354  -0.05
C14 -2.1114 -3.7908 -0.2195  0.00
C15 -3.4717 -3.9767 -0.4731  0.00
C16 -3.9888 -5.2565 -0.5834  0.00
C17 -3.1562 -6.3560 -0.4517  0.00
C18 -1.7990 -6.1806 -0.2215  0.00
C19 -1.2763 -4.9048 -0.1108  0.00
C20 -2.7230 -1.0760 -0.7617  0.00
C21 -2.8263 -1.1308 -2.1584  0.00
C22 -3.7867 -0.3981 -2.8286  0.00
C23 -4.6567 0.4251 -2.1210  0.00
C24 -4.5516 0.5135 -0.7415  0.00
C25 -3.5932 -0.2345 -0.0670  0.01
H1 -2.4707 -2.7158 3.3370  0.00
H2 -3.4885 -2.2881 1.9658  0.00
H3 -2.9154 -1.0251 3.0727  0.00
H4 0.0171 1.9805 2.7979  0.01
H5 -0.2207 3.1003 4.9779  0.00
H6 -0.6829 1.7597 7.0029  0.00
H7 -0.8893 -0.6892 6.8476  0.00
H8 -0.6385 -1.8197 4.6811  0.00
H9 2.5133 -0.1666 2.8872  0.00
H10 4.5194 -1.5173 3.2862  0.00
H11 4.4763 -3.9565 2.8899  0.00
H12 2.4059 -5.0443 2.1039  0.00
H13 0.3792 -3.6975 1.7109  0.00
H14 -4.1311 -3.1284 -0.5873  0.00
H15 -5.0431 -5.3950 -0.7748  0.00
H16 -3.5617 -7.3540 -0.5401  0.00
H17 -1.1450 -7.0367 -0.1409  0.00
H18 -0.2114 -4.7856 0.0334  0.00
H19 -2.1581 -1.7720 -2.7217  0.00
H20 -3.8716 -0.4744 -3.9038  0.00
H21 -5.4164 0.9864 -2.6478  0.00
H22 -5.2342 1.1390 -0.1814  0.00
H23 -3.5513 -0.1727 1.0140  0.00
O1 0.2097 -0.2650 -1.9754  0.01
N2 1.4131 -0.0107 -2.5131  0.00
C26 1.6276 -0.3717 -3.7947  0.00
C27 2.8530 -0.1359 -4.3577  0.00
C28 3.8529 0.4667 -3.5886  0.00
C29 3.6035 0.8163 -2.2815  0.00
C30 2.3445 0.5656 -1.7351  0.01
S1 1.8264 0.9305 -0.1183  -0.03
H24 0.7824 -0.8328 -4.2815  0.00
H25 3.0301 -0.4215 -5.3826  0.00
H26 4.8249 0.6568 -4.0194  0.00
H27 4.3601 1.2762 -1.6641  0.00
C31 -3.0002 5.7586 -0.7779  0.00
C32 -3.5306 4.3371 -0.7161  0.00
N3 -2.7481 3.4613 0.1755  0.00
C33 -2.9938 3.6102 1.6165  0.00
C34 -1.8991 4.3943 2.3238  0.00
C35 -1.8575 2.5960 -0.2827  -0.03
C36 -1.5601 2.5520 -1.7530  0.04
N4 -1.2172 1.7501 0.5087  -0.05
H28 -3.5657 6.3323 -1.5092  0.00
H29 -1.9515 5.7762 -1.0704  0.00
H30 -3.0976 6.2653 0.1792  0.00
H31 -3.5665 3.8821 -1.7035  0.00
H32 -4.5528 4.3187 -0.3352  0.00
H33 -3.1359 2.6171 2.0566  0.00
H34 -3.9496 4.1209 1.7212  0.00
H35 -0.9208 3.9281 2.2113  0.00
H36 -2.1231 4.4678 3.3862  0.00
H37 -1.8260 5.4027 1.9241  0.00
H38 -2.3412 1.9926 -2.2716  0.00
H39 -0.6050 2.0637 -1.9314  -0.02
H40 -1.5050 3.5519 -2.1766  0.00
H41 -1.4560 1.8414 1.4882  0.05

Calculated values
Spin multiplicity   2
Total charge   +2
Frontier orbital gap (spin up / spin down)   7.29 / 7.78 eV
E_LUMO (spin up / spin down)   -0.2313 / -0.2112 Ha

No. 4
Density functional theory data (wB97M-V/def2-TZVPD) for C33H29N12O2STa as an isolated structure.

Each line ends with the Löwdin charge.
Cartesian coordinates (Å):
Ta1 0.0557 0.3475 -0.4566  1.63
N1 0.7553 -1.0005 -4.7738  0.12
C1 0.7580 -0.8246 -3.4480  -0.80
S1 0.5702 0.7981 -2.8615  0.74
N2 0.9323 -1.8855 -2.6994  0.03
N3 0.9192 -1.5918 -1.3637  -0.10
C2 1.2202 -2.5733 -0.5845  -0.18
C3 1.5411 -3.9397 -1.0615  -0.21
C4 2.8232 -4.4525 -0.8961  -0.04
C5 3.1183 -5.7368 -1.3329  -0.06
C6 2.1299 -6.5125 -1.9204  -0.06
C7 0.8473 -6.0018 -2.0823  -0.05
C8 0.5543 -4.7144 -1.6640  -0.03
C9 1.1957 -2.2860 0.8575  -0.19
C10 1.4990 -3.2671 1.7885  0.02
C11 1.4487 -2.9640 3.1369  -0.01
C12 1.0736 -1.6886 3.5149  -0.02
C13 0.7582 -0.7702 2.5344  -0.11
N4 0.8271 -1.0391 1.2208  0.00
H1 0.6073 -0.2275 -5.3968  0.10
H2 0.8982 -1.9238 -5.1493  0.12
H3 3.5971 -3.8478 -0.4357  0.12
H4 4.1194 -6.1293 -1.2143  0.11
H5 2.3591 -7.5147 -2.2581  0.11
H6 0.0789 -6.6045 -2.5479  0.11
H7 -0.4353 -4.3016 -1.8201  0.12
H8 1.7673 -4.2559 1.4485  0.12
H9 1.6908 -3.7160 3.8766  0.13
H10 1.0061 -1.4013 4.5549  0.12
H11 0.4124 0.2097 2.8082  0.10
N5 4.1916 1.7805 -0.0513  0.15
C14 4.4871 0.8874 -1.0651  -0.02
C15 3.3418 0.2088 -1.3160  -0.10
N6 2.3527 0.6643 -0.4644  -0.04
C16 2.9057 1.5996 0.2788  -0.24
C17 2.0479 2.2617 1.2290  -0.25
N7 0.8002 1.8558 1.2722  -0.04
C18 0.1665 2.6565 2.1957  -0.09
C19 1.0648 3.5315 2.7175  -0.02
N8 2.2643 3.2707 2.0905  0.16
H12 4.8378 2.4372 0.3537  0.17
H13 5.4662 0.8276 -1.5073  0.13
H14 3.1617 -0.5686 -2.0376  0.10
H15 -0.8827 2.5596 2.3936  0.10
H16 0.9629 4.3103 3.4527  0.13
H17 3.1267 3.7623 2.2548  0.17
O1 -3.5103 -1.5680 -1.9644  0.18
C20 -2.5408 -1.0540 -1.5789  -0.38
N9 -1.5320 -0.5419 -1.1683  -0.07
C21 -3.6821 1.6258 2.1569  0.03
N10 -3.3973 0.1859 2.1895  -0.01
C22 -4.2865 -0.6807 2.7489  0.00
C23 -4.0778 -2.0108 2.7359  0.03
C24 -2.8850 -2.4563 2.1007  -0.34
N11 -2.0056 -1.6054 1.5692  0.20
C25 -2.2474 -0.3005 1.6125  -0.45
O2 -1.4610 0.5814 1.1258  -0.19
N12 -2.6017 -3.7579 2.0133  0.20
H18 -4.6997 1.7767 2.5030  0.10
H19 -3.5765 1.9997 1.1417  0.10
H20 -2.9988 2.1625 2.8096  0.09
H21 -5.1663 -0.2342 3.1897  0.15
H22 -4.7884 -2.6931 3.1767  0.13
H23 -3.2479 -4.4571 2.3351  0.13
H24 -1.7826 -4.0496 1.5062  0.11
C26 -0.4224 2.3226 -0.9088  -0.28
C27 -0.7662 3.4505 -1.2092  -0.06
C28 -1.1633 4.7840 -1.5586  -0.25
C29 -0.3418 5.5622 -2.3766  -0.03
C30 -0.7289 6.8468 -2.7199  -0.06
C31 -1.9352 7.3574 -2.2599  -0.06
C32 -2.7572 6.5851 -1.4500  -0.07
C33 -2.3746 5.3023 -1.0960  -0.04
H25 0.5918 5.1531 -2.7407  0.12
H26 -0.0922 7.4487 -3.3544  0.11
H27 -2.2371 8.3589 -2.5358  0.11
H28 -3.6988 6.9837 -1.0967  0.11
H29 -3.0107 4.6924 -0.4676  0.11

Calculated values
Spin multiplicity   1
Total charge   +2
Frontier orbital gap   6.52 eV
E_LUMO   -0.2208 Ha

Values of relative energy (zero: lowest compared OMol25 entry of this formula, charge and spin), in order: 13.56 2.20 19.47 0.00, all in kcal/mol.